The following is a quantum chemistry calculation of an isolated molecule of C4H7N3O5 at a distorted geometry, from OMol25.

CARTESIAN COORDINATES (ANGSTROEM)
1 C -1.81281 0.39301 0.87755
2 C 1.35822 -0.95034 -0.86630
3 C -1.03360 -0.19728 -0.38695
4 C 0.45899 0.07013 -0.09750
5 N -1.39401 -1.60654 -0.29636
6 N 0.87551 0.18728 1.34863
7 N 0.79171 1.46963 -0.70189
8 O -2.00691 -2.04915 -1.25957
9 O 2.06825 0.48451 1.43582
10 O 1.64025 2.09214 -0.15399
11 O -2.18503 1.72579 0.70454
12 O 2.68819 -0.73177 -0.68119
13 H -1.19808 0.21548 1.72806
14 H -2.79111 -0.09173 1.07154
15 H 0.93341 -1.81547 -0.41550
16 H 1.19290 -0.94350 -1.96936
17 H -1.21091 0.30030 -1.26835
18 H -1.44357 2.31535 0.76934
19 H 3.06859 -0.86784 0.16148

The value obtained for the energy relative to the best compared isomer or geometry (same formula, charge and spin) is 678.7 kJ/mol. The structure (SMILES) is O=N[C@@H](CO)C(CO)(N=O)N=O. For the HOMO-LUMO gap (spin up / spin down), the calculation gives 0.299 / 0.299 Ha. The value obtained for the calculated total energy is -18960.23150 eV.